No. 1
Here is C55H34Cl4F3I2N6SSr as an isolated structure at a distorted geometry from the OMol25 dataset. Energies are from the ωB97M-V functional and the def2-TZVPD basis.

Properties
* total energy: -152644.217 eV
* energy relative to the best compared isomer or geometry (same formula, charge and spin): 4.189 eV
* highest occupied orbital energy: -4.11 eV
* charge: -1
* HOMO-LUMO gap: 5.14 eV
* LUMO energy: 1.0 eV

Structure (XYZ):
```
106
Properties=species:S:1:pos:R:3:forces:R:3:mulliken_charge:R:1
Sr -0.506148 0.870182 0.049220 0.3 0.2 1.7 1.48
Cl 1.177498 5.399750 -7.442317 0.0 0.0 0.0 -0.25
C 1.143584 4.449253 -5.980849 0.0 0.0 0.0 0.53
C 2.318881 3.909143 -5.492694 0.0 0.0 0.0 -1.04
C 2.285415 3.146198 -4.335802 -0.1 0.0 0.0 -0.37
C 1.090110 2.921248 -3.646577 0.1 0.4 0.1 -0.08
C -0.084337 3.468250 -4.180407 0.1 0.0 0.1 -0.04
C -0.061538 4.229609 -5.335945 0.0 0.0 0.0 -1.02
C 1.016794 2.075442 -2.438268 -0.3 -0.6 -0.6 0.96
C -0.097034 1.032190 -2.504927 0.4 0.3 0.2 -0.87
C 0.211056 -0.286425 -2.462897 0.3 -0.5 -0.3 -0.06
C -0.967034 -0.977395 -1.856909 -0.2 0.4 -0.3 0.43
C -2.014553 0.065320 -2.222510 -0.1 -0.1 -0.2 0.90
C -3.156316 -0.580239 -2.651240 0.1 0.1 0.1 -0.87
C -4.333188 0.047552 -3.215255 -0.1 0.1 0.0 1.03
C -4.470281 1.447654 -3.186543 0.0 -0.1 0.0 -0.31
C -5.607268 2.063388 -3.681180 0.0 0.0 0.0 -0.94
C -6.628990 1.289610 -4.210011 0.0 0.0 0.0 0.39
Cl -8.070058 2.062877 -4.818893 0.0 0.0 0.0 -0.25
C -6.518329 -0.088025 -4.262725 0.0 0.0 0.0 -0.87
C -5.377322 -0.701479 -3.769151 0.0 0.0 0.0 -0.61
C -2.924521 -2.018023 -2.496620 0.1 0.0 -0.1 0.14
N -1.620327 -2.199897 -2.145752 0.3 -0.2 -0.3 0.01
C -1.382362 -3.451787 -1.640925 0.1 -0.1 0.1 0.03
C -0.239055 -3.857730 -0.831609 0.1 0.0 0.0 1.50
C -0.286495 -5.340747 -0.597263 -0.1 0.0 0.1 -0.96
C 0.454180 -6.212860 -1.383851 0.0 0.0 -0.1 0.29
C 0.411935 -7.583547 -1.164317 0.0 0.0 0.0 -0.99
C -0.386468 -8.076043 -0.148333 0.0 0.0 0.0 0.43
Cl -0.444672 -9.794453 0.137334 0.0 0.0 0.0 -0.24
C -1.140134 -7.228784 0.648574 0.0 -0.1 0.0 -0.97
C -1.086467 -5.863530 0.415983 0.1 0.1 0.0 0.23
C 0.809331 -3.203859 -0.199708 -0.2 -0.2 0.1 0.38
C 1.789301 -3.968935 0.580663 0.0 0.0 0.0 -1.81
C 2.747775 -3.117645 0.973925 0.0 0.0 0.0 -1.53
C 2.397865 -1.791783 0.433910 -0.2 -0.3 0.1 0.15
N 1.202145 -1.856554 -0.163810 0.1 0.3 -0.2 0.47
C 3.315674 -0.687566 0.518333 0.1 0.5 -0.2 1.15
C 3.084327 0.550278 -0.112914 0.0 -0.2 0.1 -0.87
C 4.067644 1.548631 -0.607733 0.0 0.1 -0.1 -0.73
C 3.406502 2.382861 -1.430324 0.1 0.1 0.0 -1.88
C 2.008889 1.898270 -1.505817 0.1 -0.2 -0.3 -0.91
N 1.896825 0.912626 -0.548493 -1.1 -0.3 0.0 1.04
C 4.670193 -0.878681 1.091929 0.0 0.0 0.1 0.00
C 5.539249 -1.887004 0.663394 0.0 0.0 0.0 -0.06
C 6.817360 -2.013312 1.183483 0.0 0.0 0.0 -1.06
C 7.251872 -1.109475 2.139292 0.0 0.0 0.0 0.43
Cl 8.859327 -1.263782 2.795800 0.0 0.0 0.0 -0.25
C 6.428964 -0.087444 2.576259 0.0 0.0 0.0 -1.06
C 5.147700 0.016026 2.054293 0.0 -0.1 0.0 -0.11
C -2.565338 -4.157310 -1.882434 -0.1 0.1 0.0 -0.89
C -3.533017 -3.264718 -2.403289 -0.1 -0.1 0.0 -1.47
N -1.475913 1.326289 -2.335534 0.1 -0.2 -0.1 -0.33
H 3.247392 4.067193 -6.024265 0.0 0.0 0.0 0.41
H 3.198716 2.684445 -3.988670 0.0 0.0 0.0 0.58
H -1.021676 3.277452 -3.675067 0.0 0.0 0.0 0.48
H -0.973228 4.648709 -5.739547 0.0 0.0 0.0 0.42
H 1.205258 -0.695886 -2.480594 0.0 0.1 0.2 0.31
H -0.746723 -1.178219 -0.792210 0.0 0.3 -0.2 0.28
H -3.655111 2.038241 -2.786322 0.0 0.0 0.0 0.40
H -5.704066 3.141047 -3.664372 0.0 0.0 0.0 0.42
H -7.320372 -0.674199 -4.691090 0.0 0.0 0.0 0.42
H -5.288399 -1.777919 -3.827710 0.0 0.0 0.0 0.38
H 1.077033 -5.813243 -2.174472 0.0 0.0 0.0 0.47
H 0.992640 -8.263228 -1.772610 0.0 0.0 0.0 0.41
H -1.753566 -7.636049 1.440474 0.0 0.0 0.0 0.42
H -1.662412 -5.183208 1.031575 0.0 0.0 0.0 0.54
H 1.736500 -5.024221 0.791780 0.0 0.0 0.0 0.36
H 3.614117 -3.350946 1.571191 0.0 0.0 0.0 0.72
H 5.122488 1.565484 -0.379784 0.0 0.0 0.0 0.56
H 3.827927 3.213187 -1.973798 0.0 0.0 0.0 0.82
H 5.211906 -2.572526 -0.108222 0.0 0.0 0.0 0.54
H 7.482081 -2.794858 0.840972 0.0 0.0 0.0 0.41
H 6.780209 0.609072 3.325507 0.0 0.0 0.0 0.41
H 4.489130 0.798246 2.410319 0.0 0.0 0.0 0.62
H -2.734743 -5.197582 -1.661466 0.0 0.0 0.0 0.57
H -4.558182 -3.516665 -2.617211 0.0 0.0 0.0 0.40
I 2.246304 0.663818 4.893958 0.0 0.0 0.0 0.06
C 1.551732 -1.142482 4.010890 0.1 0.1 0.1 0.04
I -0.543922 -1.154055 3.706487 0.2 0.0 -0.1 0.17
H 1.833608 -1.956793 4.665064 0.0 0.0 0.0 0.49
H 2.033080 -1.227768 3.044253 0.0 0.0 0.0 -0.60
N -3.449555 1.790127 0.718146 -0.2 -0.3 -0.5 -0.09
C -3.834666 0.512119 0.580199 0.0 0.3 0.2 0.42
N -4.987869 0.267236 -0.066806 0.0 0.0 -0.1 -0.39
S -2.924854 -0.735678 1.256436 0.0 -0.2 -0.2 -0.35
H -3.859534 2.519159 0.157932 -0.1 0.0 0.0 0.18
H -2.609562 2.007959 1.259605 0.1 0.2 0.4 -0.25
H -5.374594 0.962404 -0.689540 0.0 0.0 0.0 0.20
H -5.137055 -0.693767 -0.327980 0.0 0.0 0.0 0.29
F 1.433231 5.740738 8.570530 -0.3 0.0 0.0 -0.28
C 0.126790 5.663424 8.234216 0.0 0.1 0.1 0.86
F -0.346759 6.938905 8.225128 0.1 -0.3 0.1 -0.26
F -0.508176 5.033990 9.253953 0.1 0.2 -0.2 -0.27
C -0.089286 4.973068 6.925034 0.0 0.0 0.0 0.39
C -1.372895 4.568313 6.576091 0.0 0.0 0.0 -0.62
C -1.596027 3.944944 5.362611 0.0 0.0 0.0 -0.72
C -0.540603 3.710012 4.473200 0.0 0.0 -0.1 0.56
C 0.742658 4.132285 4.838061 0.0 0.0 0.0 -0.68
C 0.967386 4.756130 6.052154 0.0 0.0 0.0 -0.56
C -0.751829 3.038090 3.228469 0.0 -0.2 0.0 -2.29
C -0.885654 2.372244 2.207854 0.0 0.3 -0.1 1.15
H -2.196586 4.737792 7.258113 0.0 0.0 0.0 0.37
H -2.590659 3.620407 5.088302 0.0 0.0 0.0 0.46
H 1.559324 3.958053 4.150794 0.0 0.0 0.0 0.68
H 1.965782 5.071425 6.323833 0.0 0.0 0.0 0.41
```
Forces are in eV/Å.

=====

No. 2
Here is a single C4H10NOS molecule at a distorted geometry from the OMol25 dataset. Energies are from the ωB97M-V functional and the def2-TZVPD basis.

Properties
* total energy: -18679.744 eV
* energy relative to the best compared isomer or geometry (same formula, charge and spin): 0.906 eV
* spin multiplicity: 2
* highest occupied orbital energy (alpha / beta): -9.11 / -9.16 eV
* HOMO-LUMO gap (alpha / beta): 10.02 / 7.26 eV
* LUMO energy (alpha / beta): 0.9 / -1.9 eV

Structure (XYZ):
```
17
Properties=species:S:1:pos:R:3:forces:R:3:nbo_charge:R:1
C 1.511020 -0.290596 0.622929 -0.7 -0.9 0.2 -0.63
C 0.010937 -0.557358 0.438324 -0.6 0.6 -0.2 -0.04
C -0.820164 0.739470 0.839455 1.5 -0.8 -3.4 -0.59
S -0.768454 1.095686 2.565855 -1.1 0.9 0.1 0.03
N -0.206282 -0.979571 -0.974555 -1.4 1.7 -0.3 -0.65
C -0.734141 0.093097 -1.866772 -0.4 -2.2 0.6 -0.01
O -0.190816 1.301390 -1.805869 0.1 0.4 -0.3 -0.31
H 2.059679 -1.174041 0.287192 0.1 0.0 0.3 0.21
H 1.729838 -0.077831 1.667543 0.4 0.1 -0.2 0.21
H 1.795916 0.512003 -0.055444 0.0 0.3 0.3 0.22
H -0.519547 -1.265461 1.078958 1.0 -0.8 0.1 0.20
H -1.750605 0.667315 0.266016 -0.6 0.0 1.3 0.22
H -0.278965 1.452298 0.209897 -0.1 0.9 0.7 0.23
H 0.047545 0.124191 2.831171 0.7 -0.9 0.5 0.11
H 0.574787 -1.366214 -1.468389 0.8 -0.3 0.6 0.36
H -1.838626 0.056918 -1.756191 0.1 0.6 0.0 0.19
H -0.622122 -0.331294 -2.880121 0.1 0.4 -0.3 0.24
```
Forces are in eV/Å.

=====

Q: Look up the total energy of the first one.
A: -152644.217 eV

=====

Q: Which of these has the highest energy relative to the best compared isomer or geometry (same formula, charge and spin)?
A: C55H34Cl4F3I2N6SSr